1.
{"formula": "C6H4BrCl", "method": "the ωB97M-V functional and the def2-TZVPD basis", "homo_ha": -0.3205, "homo_lumo_gap_ev": 8.3, "mol_weight_g_mol": 191.46, "symbols": ["C", "C", "C", "C", "C", "C", "Cl", "Br", "H", "H", "H", "H"], "xyz": [[0.775, 0.083, -2.459], [-0.102, 1.934, 1.709], [0.720, -0.495, -1.381], [-0.534, 0.958, 1.153], [0.631, -1.265, -0.242], [-0.971, -0.274, 0.766], [1.854, -0.998, 0.997], [-2.625, -0.137, -0.354], [0.697, 0.858, -3.183], [0.484, 2.782, 1.930], [0.110, -2.307, -0.311], [-1.039, -1.139, 1.375]], "mulliken_charge": [-0.0714, 0.0700, -0.2549, -0.2197, -0.2783, -0.6813, -0.1115, -0.1234, 0.4002, 0.4296, 0.3500, 0.4908]}

2.
{"formula": "C5H23NO8", "method": "the ωB97M-V functional and the def2-TZVPD basis", "homo_ha": -0.0207, "homo_lumo_gap_ev": 6.0, "mol_weight_g_mol": 225.24, "charge": -2, "symbols": ["C", "O", "C", "C", "C", "C", "O", "N", "H", "H", "H", "H", "H", "H", "H", "H", "H", "H", "H", "H", "H", "O", "H", "H", "O", "H", "H", "O", "H", "H", "O", "H", "H", "O", "H", "H", "O"], "xyz": [[-1.462, 1.755, -2.649], [-2.483, 1.576, -3.524], [-0.432, 0.577, -2.761], [0.408, 0.199, -1.542], [1.180, 1.374, -0.907], [0.941, 1.354, 0.621], [1.592, 0.196, 1.152], [-0.828, -0.602, -3.536], [-0.891, 2.685, -2.869], [-1.839, 1.875, -1.603], [0.344, 1.045, -3.432], [-0.106, -0.475, -0.838], [1.153, -0.503, -1.955], [2.218, 1.167, -1.134], [0.823, 2.301, -1.319], [-0.108, 1.277, 0.881], [1.443, 2.219, 1.064], [-1.375, -0.305, -4.342], [-1.514, -1.040, -2.904], [-3.239, -1.000, 0.263], [-2.639, 0.294, -0.438], [-3.323, -0.048, 0.147], [2.292, -0.282, 3.530], [1.407, -1.419, 3.256], [2.086, -1.142, 3.924], [0.895, -2.269, 1.734], [0.871, -0.521, 1.566], [0.200, -1.644, 1.981], [-0.181, -0.638, 3.888], [-1.207, 0.427, 3.412], [-0.808, 0.044, 4.198], [-1.341, -2.549, -0.469], [-1.188, -2.133, 1.023], [-1.730, -2.682, 0.403], [3.236, 0.239, 0.520], [4.333, 0.779, -0.438], [4.208, 0.201, 0.319]], "mulliken_charge": [-0.3914, -0.9494, 0.1968, 0.2588, -0.3863, -0.5499, -0.6033, -0.8306, 0.1696, 0.0848, 0.2374, -0.4511, 0.2327, -0.0557, 0.3660, 0.2954, 0.3145, 0.3215, 0.2583, 0.3449, 0.3130, -0.7120, 0.3646, 0.4168, -0.7380, 0.2039, 0.4534, -1.1930, 0.3697, 0.3192, -0.6910, 0.2950, 0.4250, -0.6964, 0.4383, 0.2953, -0.7265]}

3.
{"formula": "C4H6Br4O3", "method": "the ωB97M-V functional and the def2-TZVPD basis", "homo_ha": [-0.3339, -0.2812], "homo_lumo_gap_ev": [8.9, 6.1], "mol_weight_g_mol": 421.70, "symbols": ["C", "C", "C", "C", "O", "O", "O", "Br", "Br", "Br", "Br", "H", "H", "H", "H", "H", "H"], "xyz": [[0.664, -1.573, -0.373], [1.929, -0.639, -0.394], [-2.166, 0.643, 0.296], [1.088, 1.180, 0.941], [0.119, -1.725, -1.741], [-2.628, 1.692, 1.021], [1.546, 0.704, -0.152], [-3.088, -1.011, 1.011], [-2.376, 0.861, -1.655], [0.630, 2.992, 0.857], [1.850, 0.690, 2.664], [-0.238, -1.190, 0.220], [1.038, -2.600, -0.066], [2.155, -0.601, -1.386], [2.739, -0.910, 0.204], [-0.347, -0.993, -2.043], [-2.916, 2.479, 0.595]], "mulliken_charge": [0.1854, -0.6651, 0.2028, 0.2572, -0.4813, -0.3395, -0.2466, -0.1135, -0.1118, -0.1025, -0.1428, -0.0826, 0.2819, 0.3446, 0.4438, 0.2272, 0.3428]}

4.
{"formula": "C16H23F17GaNO5PS", "method": "the ωB97M-V functional and the def2-TZVPD basis", "homo_ha": -0.1547, "homo_lumo_gap_ev": 6.4, "mol_weight_g_mol": 765.09, "charge": -1, "symbols": ["C", "P", "O", "Ga", "C", "C", "N", "C", "C", "F", "S", "C", "O", "O", "H", "H", "H", "H", "H", "H", "H", "H", "H", "H", "H", "H", "H", "H", "H", "C", "C", "C", "F", "F", "F", "F", "O", "C", "C", "F", "F", "F", "F", "H", "H", "H", "H", "C", "C", "C", "F", "F", "F", "F", "O", "C", "C", "F", "F", "F", "F", "H", "H", "H", "H"], "xyz": [[0.908, -2.911, 2.009], [-0.542, -2.015, 2.820], [0.178, -0.961, 3.975], [-1.631, -0.600, 1.299], [-0.804, -0.983, -0.582], [0.364, 0.022, -0.756], [1.621, -0.301, -0.686], [-1.159, 1.341, 1.765], [-2.283, 1.932, 2.700], [-2.121, 3.353, 2.899], [-3.894, -1.034, 1.118], [-4.149, -2.882, 1.213], [-4.372, -0.504, -0.207], [-4.739, -0.444, 2.218], [0.599, -3.772, 1.350], [1.552, -2.221, 1.383], [1.561, -3.275, 2.858], [-0.157, -1.220, 4.841], [-1.570, -0.889, -1.397], [-0.349, -2.006, -0.525], [0.145, 1.114, -0.943], [2.182, 0.548, -0.834], [-0.209, 1.345, 2.377], [-0.993, 2.012, 0.879], [-2.323, 1.393, 3.680], [-3.258, 1.796, 2.158], [-4.219, -3.313, 0.183], [-5.144, -3.053, 1.715], [-3.338, -3.352, 1.838], [1.287, 7.111, 1.175], [1.934, 6.469, -0.076], [1.688, 7.157, -1.422], [0.392, 7.185, -1.767], [2.330, 6.484, -2.411], [1.581, 5.169, -0.132], [3.284, 6.487, 0.136], [0.064, 6.548, 1.668], [-1.161, 6.976, 1.128], [-1.916, 5.841, 0.430], [-1.200, 5.319, -0.586], [-3.076, 6.301, -0.101], [-0.968, 8.047, 0.337], [-1.896, 7.413, 2.171], [1.994, 6.932, 1.989], [1.226, 8.199, 1.096], [2.068, 8.183, -1.414], [-2.146, 5.037, 1.135], [2.362, -6.395, -1.325], [1.461, -5.270, -0.763], [0.001, -5.263, -1.232], [-0.120, -5.090, -2.558], [-0.670, -4.243, -0.654], [2.052, -4.081, -0.993], [1.445, -5.431, 0.595], [3.226, -6.077, -2.428], [2.734, -6.163, -3.740], [2.738, -4.807, -4.453], [1.979, -3.906, -3.810], [2.234, -4.932, -5.704], [1.531, -6.756, -3.747], [3.565, -7.003, -4.396], [3.058, -6.637, -0.520], [1.810, -7.320, -1.501], [-0.503, -6.194, -0.954], [3.753, -4.409, -4.522]], "mulliken_charge": [-0.7243, 0.1170, -0.4895, -0.2688, 0.4123, -0.2578, -0.5920, -0.2127, -0.5507, -0.3499, 1.0419, -0.9241, -0.7202, -0.6952, -0.0664, 0.2860, 0.3835, 0.3111, 0.5042, -0.5868, 0.2721, 0.2003, 0.3105, 0.2084, 0.2628, 0.2589, 0.2716, 0.3179, 0.2785, -0.7239, 0.9265, 0.0708, -0.2057, -0.2757, -0.2498, -0.3403, -0.3496, 0.7545, 0.5080, -0.2323, -0.2748, -0.2962, -0.3013, 0.3967, 0.3138, 0.2639, 0.0165, -0.9819, 1.1321, 0.0438, -0.2347, -0.1236, -0.2441, -0.3457, -0.4120, 0.7874, 0.1849, -0.1878, -0.2641, -0.2803, -0.3067, 0.4212, 0.3494, 0.2415, 0.2212]}

Please write out number 3 again, unchanged.
{"formula": "C4H6Br4O3", "method": "the ωB97M-V functional and the def2-TZVPD basis", "homo_ha": [-0.3339, -0.2812], "homo_lumo_gap_ev": [8.9, 6.1], "mol_weight_g_mol": 421.70, "symbols": ["C", "C", "C", "C", "O", "O", "O", "Br", "Br", "Br", "Br", "H", "H", "H", "H", "H", "H"], "xyz": [[0.664, -1.573, -0.373], [1.929, -0.639, -0.394], [-2.166, 0.643, 0.296], [1.088, 1.180, 0.941], [0.119, -1.725, -1.741], [-2.628, 1.692, 1.021], [1.546, 0.704, -0.152], [-3.088, -1.011, 1.011], [-2.376, 0.861, -1.655], [0.630, 2.992, 0.857], [1.850, 0.690, 2.664], [-0.238, -1.190, 0.220], [1.038, -2.600, -0.066], [2.155, -0.601, -1.386], [2.739, -0.910, 0.204], [-0.347, -0.993, -2.043], [-2.916, 2.479, 0.595]], "mulliken_charge": [0.1854, -0.6651, 0.2028, 0.2572, -0.4813, -0.3395, -0.2466, -0.1135, -0.1118, -0.1025, -0.1428, -0.0826, 0.2819, 0.3446, 0.4438, 0.2272, 0.3428]}